Density functional theory data (wB97M-V/def2-TZVPD) for one molecule with the formula C9H22NP at a distorted geometry.

E_tot: -752.07198 Eh
Kohn-Sham gap: 9.257 eV
SMILES string: CCCP(=N)(CCC)CCC
Total charge: 0
Spin multiplicity: 1
LUMO level: 0.9 eV
Relative energy (zero: lowest compared OMol25 entry of this formula, charge and spin): 78.0 kcal/mol

Bonds (Å) are listed after each position.
Cartesian coordinates (Å):
1 C -0.8993 -2.1578 -1.3209  C2 1.555, H12 1.114, H13 1.212, H14 1.114
2 C -0.9456 -0.8267 -2.1238  C1 1.555, C3 1.555, H15 1.017, H16 1.088
3 C -1.4373 0.1533 -1.0217  C2 1.555, P4 2.208, H17 1.181, H18 1.033
4 P 0.1572 0.7694 0.3765  C3 2.208, N5 1.528, C6 1.870, C9 1.815
5 N -0.1105 2.0659 1.1387  P4 1.528, H19 1.018
6 C 1.7788 0.3904 -0.4744  P4 1.870, C7 1.524, H20 1.064, H21 1.010
7 C 2.1511 1.7440 -1.0678  C6 1.524, C8 1.499, H22 1.018, H23 1.097
8 C 1.3455 2.0422 -2.2968  C7 1.499, H24 1.073, H25 1.062, H26 1.175
9 C 0.0475 -0.5373 1.6309  P4 1.815, C10 1.519, H27 1.171, H28 1.192
10 C -1.2756 -0.4742 2.3744  C9 1.519, C11 1.507, H29 1.016, H30 1.008
11 C -0.9401 -1.2603 3.6158  C10 1.507, H31 1.000, H32 1.022, H33 1.043
12 H -0.8337 -2.9665 -2.0837  C1 1.114
13 H 0.0421 -2.1665 -0.5578  C1 1.212
14 H -1.7430 -2.4821 -0.6698  C1 1.114
15 H -1.5891 -0.9298 -2.9040  C2 1.017
16 H -0.0005 -0.5203 -2.5676  C2 1.088
17 H -1.8736 1.0873 -1.5988  C3 1.181
18 H -2.2298 -0.0711 -0.3984  C3 1.033
19 H 0.1077 2.9009 0.5984  N5 1.018
20 H 1.7931 -0.2886 -1.2932  C6 1.064
21 H 2.4262 -0.0226 0.1818  C6 1.010
22 H 2.0672 2.4831 -0.3732  C7 1.018
23 H 3.2251 1.5716 -1.2117  C7 1.097
24 H 1.0608 1.0908 -2.7032  C8 1.073
25 H 0.5511 2.5976 -1.8641  C8 1.062
26 H 1.9210 2.6175 -3.1448  C8 1.175
27 H 1.0035 -0.1938 2.2126  C9 1.171
28 H 0.2071 -1.6721 1.3044  C9 1.192
29 H -1.4815 0.4704 2.6855  C10 1.016
30 H -2.0104 -0.7916 1.7621  C10 1.008
31 H -1.7339 -1.4606 4.1907  C11 1.000
32 H -0.6431 -2.2135 3.3978  C11 1.022
33 H -0.1379 -0.9489 4.2059  C11 1.043